Density functional theory data (ωB97M-V/def2-TZVPD) for 2 unconnected molecules or ions with the total composition C4H12.

Last column: Löwdin spin population.
Atoms and positions in Å:
1 C -2.0582 1.3220 -0.4429  0.2358
2 C -0.9107 0.6147 -1.1699  0.2338
3 H -3.0358 1.3729 -0.9643  0.0335
4 H -2.0373 1.1484 0.6523  0.0320
5 H -1.7741 2.4120 -0.5134  0.0391
6 H -0.0771 1.2922 -1.2128  0.0472
7 H -1.3396 0.4756 -2.1682  0.0448
8 H -0.6683 -0.3513 -0.7067  0.0182
9 C 1.5785 -0.6993 1.6063  0.1182
10 C 1.4800 -1.3630 0.2039  0.1016
11 H 2.5506 -0.2346 1.7865  0.0151
12 H 0.7927 0.0835 1.5674  0.0274
13 H 1.2847 -1.5735 2.1909  0.0153
14 H 2.3068 -1.3781 -0.4792  0.0145
15 H 1.0414 -2.3713 0.1464  0.0195
16 H 0.8664 -0.7499 -0.4964  0.0040

Calculated values
HOMO (alpha / beta)	1.543 / -7.094	eV
ΔE to the lowest compared entry with this formula, charge and spin	29.3	kcal/mol
multiplicity	2
charge	-1
frontier orbital gap (alpha / beta)	2.88 / 11.55	eV
LUMO energy (alpha / beta)	4.4 / 4.5	eV

Density functional theory data (ωB97M-V/def2-TZVPD) for 2 unconnected molecules or ions with the total composition C4H12.

Last column: Löwdin spin population.
Atoms and positions in Å:
1 C 1.7354 1.8487 -1.5940  0.1301
2 C 0.3483 2.1386 -1.0342  0.2305
3 H 2.2932 2.7500 -1.5867  0.0125
4 H 2.0915 1.1229 -0.8523  0.0333
5 H 1.6067 1.2911 -2.5524  0.0207
6 H 0.4783 2.6370 -0.0473  0.0442
7 H -0.1278 1.1861 -0.8844  0.0383
8 H -0.2192 2.7851 -1.7126  0.0295
9 C -1.6567 -2.2973 0.9104  0.1349
10 C -0.4307 -1.6765 1.6017  0.1781
11 H -2.3228 -1.4623 0.5346  0.0386
12 H -1.3490 -3.0198 0.1548  0.0178
13 H -2.1871 -2.9036 1.6368  0.0104
14 H 0.5459 -2.2776 1.5872  0.0270
15 H -0.2585 -0.6496 1.2288  0.0337
16 H -0.5475 -1.4728 2.6095  0.0204

Calculated values
HOMO (alpha / beta)	1.487 / -7.930	eV
ΔE to the lowest compared entry with this formula, charge and spin	13.3	kcal/mol
multiplicity	2
charge	-1
frontier orbital gap (alpha / beta)	2.86 / 12.38	eV
LUMO energy (alpha / beta)	4.3 / 4.5	eV

Density functional theory data (ωB97M-V/def2-TZVPD) for 2 unconnected molecules or ions with the total composition C4H12.

Last column: Löwdin charge in e.
Atoms and positions in Å:
1 C 1.6277 -1.4664 -0.0456  -0.1705
2 C 2.8553 -0.6509 0.3283  -0.1754
3 H 1.4267 -1.3762 -1.1180  0.0639
4 H 1.7623 -2.5336 0.1206  0.0577
5 H 0.7124 -1.2020 0.4845  0.0462
6 H 2.9222 0.2742 -0.2522  0.0561
7 H 2.8769 -0.2458 1.3383  0.0596
8 H 3.7844 -1.1462 0.0339  0.0633
9 C -2.4043 0.5548 0.4163  -0.1743
10 C -2.0835 1.5557 -0.6803  -0.1772
11 H -1.6904 -0.2629 0.4531  0.0457
12 H -2.5397 1.0622 1.3725  0.0617
13 H -3.3858 0.0872 0.2472  0.0632
14 H -2.7173 2.4392 -0.7237  0.0612
15 H -2.2391 1.1182 -1.6789  0.0629
16 H -1.0171 1.7575 -0.6361  0.0559

Calculated values
HOMO	-11.578	eV
SMILES string	CC.CC
ΔE to the lowest compared entry with this formula, charge and spin	6.4	kcal/mol
frontier orbital gap	12.68	eV
LUMO energy	1.1	eV

Density functional theory data (ωB97M-V/def2-TZVPD) for 2 unconnected molecules or ions with the total composition C4H12.

Last column: Löwdin charge in e.
Atoms and positions in Å:
1 C -2.0378 -0.8121 0.6684  -0.2019
2 C -2.8473 -0.4023 -0.5509  -0.1721
3 H -1.0427 -1.3311 0.5114  0.0715
4 H -1.6886 -0.0436 1.3296  0.0402
5 H -2.6485 -1.5334 1.2495  0.0668
6 H -2.2551 -0.1932 -1.4321  0.0510
7 H -3.4389 0.4819 -0.1880  0.0804
8 H -3.5072 -1.2437 -0.8086  0.0626
9 C 2.3899 0.7484 0.6813  -0.1946
10 C 2.4527 0.5286 -0.8199  -0.2040
11 H 2.7425 1.6863 1.0770  0.0489
12 H 1.3832 0.3393 0.9959  0.0709
13 H 3.1712 0.0462 1.1007  0.0700
14 H 2.8931 -0.6060 -0.9256  0.1126
15 H 3.1427 1.2137 -1.3301  0.0513
16 H 1.5229 0.5645 -1.4013  0.0463

Calculated values
HOMO	-11.172	eV
SMILES string	CC.CC
ΔE to the lowest compared entry with this formula, charge and spin	21.4	kcal/mol
frontier orbital gap	12.24	eV
LUMO energy	1.1	eV

Density functional theory data (ωB97M-V/def2-TZVPD) for 2 unconnected molecules or ions with the total composition C4H12.

Last column: Löwdin charge in e.
Atoms and positions in Å:
1 C -2.2719 1.4292 0.7413  -0.1735
2 C -0.8157 1.9078 0.6565  -0.1706
3 H -2.8328 1.7649 -0.1322  0.0574
4 H -2.3485 0.3420 0.7521  0.0577
5 H -2.8136 1.8722 1.5776  0.0592
6 H -0.2621 1.4916 1.4948  0.0600
7 H -0.8023 2.9961 0.7105  0.0602
8 H -0.3763 1.6062 -0.2933  0.0483
9 C 1.8781 -2.1444 -1.1742  -0.1730
10 C 1.1860 -1.1862 -0.2177  -0.1817
11 H 1.1547 -2.6227 -1.8337  0.0606
12 H 2.6505 -1.6693 -1.7867  0.0614
13 H 2.4109 -2.9304 -0.6262  0.0623
14 H 0.7405 -1.7317 0.6123  0.0627
15 H 0.3909 -0.5978 -0.6844  0.0469
16 H 1.8484 -0.4357 0.2137  0.0623

Calculated values
HOMO	-11.777	eV
SMILES string	CC.CC
ΔE to the lowest compared entry with this formula, charge and spin	2.1	kcal/mol
frontier orbital gap	12.93	eV
LUMO energy	1.2	eV

Density functional theory data (ωB97M-V/def2-TZVPD) for 2 unconnected molecules or ions with the total composition C4H12.

Last column: Löwdin charge in e.
Atoms and positions in Å:
1 C 0.2002 0.4228 -1.5380  -0.1713
2 C 0.6565 1.0726 -2.8903  -0.1633
3 H -0.8720 0.3874 -1.4806  0.0491
4 H 0.6531 -0.5685 -1.4588  0.0578
5 H 0.6351 0.9733 -0.6620  0.0654
6 H 1.7162 1.2620 -2.8616  0.0464
7 H 0.1480 1.9939 -3.1286  0.0487
8 H 0.5024 0.3612 -3.7417  0.0712
9 C -0.9528 -0.1958 2.0635  -0.1665
10 C 0.0818 -1.2885 2.3539  -0.1677
11 H -1.9079 -0.6318 1.9045  0.0462
12 H -0.9987 0.5005 2.9417  0.0775
13 H -0.6473 0.3863 1.1756  0.0370
14 H -0.4059 -1.9546 3.1212  0.0794
15 H 0.2474 -1.8509 1.4875  0.0311
16 H 1.0158 -0.9257 2.7682  0.0590

Calculated values
HOMO	-11.623	eV
SMILES string	CC.CC
ΔE to the lowest compared entry with this formula, charge and spin	5.8	kcal/mol
frontier orbital gap	12.77	eV
LUMO energy	1.1	eV